Density functional theory data (ωB97M-V/def2-TZVPD) for a 4-piece molecular cluster, C2H13NO4 overall.

Energy above the lowest of the compared OMol25 structures with the same formula, charge and spin: 48.50 kcal per mole
Multiplicity: 1
M: 115.13 g mol⁻¹
LUMO energy: 0.0143 hartree
SMILES: CNCO.O.O.O

```
20
Properties=species:S:1:pos:R:3:forces:R:3
C 0.038356 -0.871510 -4.775893 -2.88 -2.29 -1.04
N -0.038792 -1.463932 -3.479454 0.47 -2.46 -0.04
C -0.312455 -0.748669 -2.298169 -0.42 1.49 0.10
O -1.678269 -0.253255 -2.281997 0.76 0.43 -0.27
H 0.855247 -0.330066 -4.925279 3.44 3.01 0.00
H 0.166290 -1.566879 -5.666102 -0.53 -0.06 1.53
H -0.868098 -0.332928 -4.976260 -0.45 0.82 -0.60
H -0.727860 -2.221805 -3.508504 0.54 0.22 0.03
H 0.423888 0.084741 -2.064741 -0.72 -0.88 -0.66
H -0.285343 -1.438763 -1.480533 0.12 -0.34 0.53
H -1.729149 0.303465 -3.072968 -0.34 -0.01 0.32
H -0.215244 3.220704 5.692547 2.64 0.11 -3.05
H -0.868902 2.244779 6.639447 0.07 2.22 -0.53
O -0.807889 3.220187 6.369911 -2.71 -2.33 3.59
H 0.661016 1.218497 0.513232 0.42 -0.31 0.25
H 0.225494 1.859061 -0.807039 -0.43 -0.12 1.25
O -0.040925 1.740110 0.137876 0.02 0.49 -1.41
H 2.039958 -2.272762 6.813390 0.15 -0.25 -0.27
H 1.530325 -0.960164 6.170633 0.10 -0.16 -0.16
O 1.632350 -1.430812 6.999903 -0.25 0.42 0.42
```
Positions in Å, forces in eV/Å.


Density functional theory data (ωB97M-V/def2-TZVPD) for a 5-piece molecular cluster, C2H13NO5 overall.

Energy above the lowest of the compared OMol25 structures with the same formula, charge and spin: 45.31 kcal per mole
Multiplicity: 1
M: 131.13 g mol⁻¹
LUMO energy: 0.0199 hartree
SMILES: CNC=O.O.O.O.O

```
21
Properties=species:S:1:pos:R:3:forces:R:3
C -0.536167 -1.408462 -1.690936 1.99 -1.24 -1.22
N 0.515475 -0.996591 -2.493664 0.62 2.17 0.28
C 1.210048 0.313444 -2.528105 -1.38 1.46 1.55
O -1.296993 -0.815429 -0.976787 -0.07 0.82 -0.11
H -0.527887 -2.495199 -1.888175 -0.78 -0.23 0.62
H 1.270067 -1.632241 -2.652572 -0.51 -1.32 -0.02
H 2.015539 0.372798 -1.716154 -0.91 -0.10 -1.49
H 0.471359 1.139048 -2.342527 0.41 -0.78 0.32
H 1.485308 0.602577 -3.541796 0.65 -0.65 0.02
H 0.336820 1.743660 1.337491 -1.23 -0.08 1.01
H 0.105535 1.517778 -0.221295 -0.69 -0.01 0.33
O 0.730052 1.619436 0.497081 1.33 0.26 -1.30
H -1.466482 -0.128705 3.521076 0.60 0.92 -0.50
H -0.820390 1.301642 3.568103 -0.26 -0.38 0.17
O -0.677539 0.397811 3.260616 0.07 -0.17 0.33
H -3.340621 0.183473 1.598415 0.18 1.07 0.50
H -3.220846 -1.125027 2.068667 0.16 1.28 1.74
O -3.215663 -0.196387 2.484987 -0.66 -2.57 -2.28
H 1.564639 0.202220 0.463059 1.44 -0.46 0.34
H 3.065253 -0.159527 0.878594 0.95 0.77 0.97
O 2.332491 -0.436315 0.373922 -1.89 -0.77 -1.25
```
Positions in Å, forces in eV/Å.


Density functional theory data (ωB97M-V/def2-TZVPD) for C2H14B2OSSn as an isolated structure.

Energy above the lowest of the compared OMol25 structures with the same formula, charge and spin: 0.00 kcal per mole
Multiplicity: 1
M: 226.54 g mol⁻¹
LUMO energy: -0.0838 hartree

```
21
Properties=species:S:1:pos:R:3:forces:R:3
Sn 2.157763 -0.116331 0.827569 -0.55 0.64 -3.98
B 0.610854 1.205257 -1.365214 -0.03 -0.81 0.77
H 0.024313 0.210453 -1.606325 -0.35 -1.01 0.26
H 0.298026 1.940687 -2.223039 0.15 0.97 -0.42
H 0.298827 1.656061 -0.301264 -0.37 0.38 1.14
H 1.773802 0.989150 -1.432447 1.12 -0.03 0.14
B 3.991690 -0.541901 -1.567428 -0.08 -0.40 1.42
H 4.381269 -0.418198 -2.663564 0.12 0.16 -0.82
H 2.832875 -0.845849 -1.623828 -1.31 -0.49 0.33
H 4.596081 -1.333015 -0.934757 0.57 -0.65 0.47
H 4.031377 0.520050 -1.009444 -0.08 1.09 0.87
C -2.970056 -0.823004 2.593526 0.32 -0.68 -0.21
S -1.656586 0.065294 1.747875 0.45 0.87 -0.30
O -0.518589 -0.910282 1.549922 0.65 -0.12 -0.02
C -2.434563 0.313560 0.128843 -0.38 -0.01 0.86
H -3.850512 -0.185680 2.628064 -0.11 -0.16 -0.17
H -2.680986 -1.102252 3.606055 0.33 0.49 0.04
H -3.096521 -1.784637 2.092414 -0.43 0.21 -0.30
H -1.795248 0.864761 -0.555547 0.39 -0.27 0.25
H -3.281993 0.963424 0.359650 -0.28 -0.28 -0.15
H -2.711823 -0.667549 -0.251061 -0.14 0.11 -0.17
```
Positions in Å, forces in eV/Å.


Density functional theory data (ωB97M-V/def2-TZVPD) for a 4-piece molecular cluster, C2H14N2O3 overall.

Energy above the lowest of the compared OMol25 structures with the same formula, charge and spin: 54.10 kcal per mole
Multiplicity: 1
M: 114.14 g mol⁻¹
LUMO energy: 0.0123 hartree
SMILES: CNCN.O.O.O

```
21
Properties=species:S:1:pos:R:3:forces:R:3
C -2.035032 -0.737916 1.592207 2.36 -0.54 1.41
N -1.393552 -0.591276 0.241927 -2.04 1.07 -1.59
C -0.112949 0.181980 0.247541 -4.43 2.49 3.13
N 0.082583 1.098656 -0.873573 -0.91 -0.36 0.53
H -2.736018 -1.571072 1.778927 0.24 0.19 -1.10
H -2.540653 0.154351 2.046863 0.75 -0.29 -0.62
H -1.130451 -1.061029 2.269509 -1.73 0.88 -0.89
H -2.053349 -0.050571 -0.419844 1.27 -1.24 1.41
H -0.259379 0.837245 1.240113 0.93 -1.13 -1.53
H 0.668172 -0.477256 0.402081 1.82 -1.22 -0.07
H -0.636726 1.859578 -0.837107 0.68 -1.02 -0.04
H 0.873604 1.534984 -0.453610 1.10 1.09 -0.67
H -1.723796 -2.179673 -2.816096 -0.21 -0.17 -0.19
H -0.742731 -1.581429 -1.837741 -0.16 0.04 -1.19
O -0.907747 -1.677550 -2.813260 0.29 0.13 1.43
H 2.725280 -0.828595 2.790052 0.12 -0.81 0.45
H 3.814067 -1.547628 2.103840 0.16 -0.47 0.15
O 3.206733 -1.682463 2.844375 -0.29 1.29 -0.60
H 1.167162 2.364154 -2.928875 -0.96 -1.75 -0.96
H 2.240947 2.829503 -2.062121 1.94 -0.57 1.11
O 1.493832 3.126005 -2.515207 -0.95 2.39 -0.19
```
Positions in Å, forces in eV/Å.


Density functional theory data (ωB97M-V/def2-TZVPD) for a 4-piece molecular cluster, C2H14N2O3 overall.

Energy above the lowest of the compared OMol25 structures with the same formula, charge and spin: 51.94 kcal per mole
Multiplicity: 1
M: 114.14 g mol⁻¹
LUMO energy: 0.0134 hartree
SMILES: NCCN.O.O.O

```
21
Properties=species:S:1:pos:R:3:forces:R:3
N -0.527170 2.058882 -1.924629 -4.54 2.57 0.40
C -1.493976 1.375717 -1.131427 -2.77 -1.26 2.10
C -0.875128 0.171450 -0.383201 -1.89 -1.50 1.27
N 0.099462 0.650824 0.608075 -2.21 2.20 -1.78
H -0.077412 2.658002 -1.321513 1.81 1.52 1.17
H 0.023574 1.382490 -2.234737 3.49 -3.10 -1.88
H -2.078499 1.944645 -0.297851 1.78 -0.01 -1.21
H -2.422694 1.100334 -1.666344 0.73 -0.45 -0.51
H -0.441060 -0.657203 -0.947274 0.39 0.67 -0.89
H -1.677867 -0.489844 0.173384 0.71 1.51 -0.93
H 0.660719 -0.088132 0.790005 2.47 -2.54 1.09
H -0.482255 0.825463 1.392839 0.07 0.42 1.18
H 2.832517 -0.406340 -2.156243 -0.62 -0.40 0.06
H 3.877304 -0.148317 -1.169445 -1.45 -0.93 0.61
O 2.982308 -0.601405 -1.219485 1.96 1.24 -0.62
H 1.760550 -2.606901 -1.195445 -0.10 -0.46 -0.64
H 0.665297 -3.630690 -1.717037 2.04 0.99 -0.44
O 1.560013 -3.209757 -1.943039 -1.88 -0.46 1.03
H -2.223622 -0.018115 5.122240 1.33 -0.13 0.64
H -0.696376 -0.430364 5.479890 -1.09 0.42 -0.08
O -1.465687 0.119264 5.741234 -0.24 -0.30 -0.56
```
Positions in Å, forces in eV/Å.


Question: Among the records above, which one has the highest energy above the lowest of the compared OMol25 structures with the same formula, charge and spin?
Answer: number 4


Question: What is the multiplicity in the second record?
Answer: 1


Please write out number 4 again, unchanged.
Density functional theory data (ωB97M-V/def2-TZVPD) for a 4-piece molecular cluster, C2H14N2O3 overall.

Energy above the lowest of the compared OMol25 structures with the same formula, charge and spin: 54.10 kcal per mole
Multiplicity: 1
M: 114.14 g mol⁻¹
LUMO energy: 0.0123 hartree
SMILES: CNCN.O.O.O

```
21
Properties=species:S:1:pos:R:3:forces:R:3
C -2.035032 -0.737916 1.592207 2.36 -0.54 1.41
N -1.393552 -0.591276 0.241927 -2.04 1.07 -1.59
C -0.112949 0.181980 0.247541 -4.43 2.49 3.13
N 0.082583 1.098656 -0.873573 -0.91 -0.36 0.53
H -2.736018 -1.571072 1.778927 0.24 0.19 -1.10
H -2.540653 0.154351 2.046863 0.75 -0.29 -0.62
H -1.130451 -1.061029 2.269509 -1.73 0.88 -0.89
H -2.053349 -0.050571 -0.419844 1.27 -1.24 1.41
H -0.259379 0.837245 1.240113 0.93 -1.13 -1.53
H 0.668172 -0.477256 0.402081 1.82 -1.22 -0.07
H -0.636726 1.859578 -0.837107 0.68 -1.02 -0.04
H 0.873604 1.534984 -0.453610 1.10 1.09 -0.67
H -1.723796 -2.179673 -2.816096 -0.21 -0.17 -0.19
H -0.742731 -1.581429 -1.837741 -0.16 0.04 -1.19
O -0.907747 -1.677550 -2.813260 0.29 0.13 1.43
H 2.725280 -0.828595 2.790052 0.12 -0.81 0.45
H 3.814067 -1.547628 2.103840 0.16 -0.47 0.15
O 3.206733 -1.682463 2.844375 -0.29 1.29 -0.60
H 1.167162 2.364154 -2.928875 -0.96 -1.75 -0.96
H 2.240947 2.829503 -2.062121 1.94 -0.57 1.11
O 1.493832 3.126005 -2.515207 -0.95 2.39 -0.19
```
Positions in Å, forces in eV/Å.


Question: Look up the LUMO energy of the fourth one.
Answer: 0.0123 hartree